2 unconnected molecules or ions with the total composition C2H6N2O3 at a distorted geometry. Source: OMol25; level of theory: wB97M-V/def2-TZVPD.

Properties
LUMO energy in Ha: 0.010
ΔE to the lowest compared entry with this formula, charge and spin in kcal per mole: 32.7
Multiplicity: 1
Total charge: 0
SMILES: NC(=O)NC=O.O
Gap between HOMO and LUMO in eV: 9.98
DFT total energy in Eh: -415.043459
E_HOMO in eV: -9.70

Last columns: bonded neighbours and bond lengths (Å).
Geometry (Å):
1 O 0.32226 0.31281 1.95859  C2 1.219
2 C -0.16163 -0.70410 1.49094  O1 1.219, N3 1.355, H7 1.089
3 N -0.79300 -0.66711 0.29297  C2 1.355, C4 1.485, H8 1.017
4 C -1.06926 0.47331 -0.61638  N3 1.485, N5 1.355, O6 1.198
5 N -0.23121 0.50618 -1.68006  C4 1.355, H9 1.011, H10 1.019
6 O -2.17289 0.93385 -0.54503  C4 1.198
7 H 0.08220 -1.64780 1.97634  C2 1.089
8 H -0.86903 -1.44872 -0.35318  N3 1.017
9 H 0.76170 0.32502 -1.61596  N5 1.011
10 H -0.42135 1.16372 -2.43541  N5 1.019
11 H 3.49499 -1.25408 -0.70751  O13 0.967
12 H 3.11677 0.19082 -0.99416  O13 0.961
13 O 2.87346 -0.56031 -0.44692  H11 0.967, H12 0.961

Here are the Löwdin charges for atoms 1 to 2, given in e: number 1, O, carries 0.01; number 2, C, carries -0.35

2 unconnected molecules or ions with the total composition C2H5NO2 at a distorted geometry. Source: OMol25; level of theory: wB97M-V/def2-TZVPD.

Properties
LUMO energy (alpha / beta) in Ha: -0.001 / -0.002
ΔE to the lowest compared entry with this formula, charge and spin in kcal per mole: 140.7
Multiplicity: 1
Total charge: 0
Gap between HOMO and LUMO (alpha / beta) in eV: 8.99 / 8.09
DFT total energy in Eh: -284.243079
E_HOMO (alpha / beta) in eV: -9.01 / -8.16

Last columns: bonded neighbours and bond lengths (Å).
Geometry (Å):
1 C -1.30381 0.34284 0.67583  N3 1.250, O4 1.185
2 C 0.28146 -0.62223 -1.12076  H6 1.095, H7 1.159, H8 1.095
3 N -0.27626 0.32181 1.38796  C1 1.250, O5 1.526, H9 0.973
4 O -2.48254 0.45920 0.68949  C1 1.185
5 O -0.26382 1.11393 2.69232  N3 1.526, H10 0.944
6 H -0.38769 -0.59842 -1.98675  C2 1.095
7 H 0.72132 0.43621 -0.95013  C2 1.159
8 H 0.96460 -1.47688 -1.07969  C2 1.095
9 H 0.60535 0.35771 0.97902  N3 0.973
10 H -0.77033 0.52839 3.23259  O5 0.944

Here are the Löwdin charges for atoms 1 to 2, given in e: number 1, C, carries -0.34; number 2, C, carries 0.02